A structure of composition C24H72AsF6N6O9, computed with wB97M-V/def2-TZVPD.

Last column: Mulliken charge in e.
CARTESIAN COORDINATES (ANGSTROEM)
As  1.199  -1.778  -0.058  2.104
F  0.167  -2.625  1.140  -0.455
F  2.404  -1.157  -1.239  -0.738
F  0.142  -0.315  -0.085  -0.297
F  0.346  -2.556  -1.374  -0.316
F  2.208  -0.975  1.206  -0.420
F  2.354  -3.231  -0.008  -0.404
O  -0.919  1.905  -2.213  -0.312
O  -0.119  -0.193  -6.190  -0.473
O  -0.110  -4.932  -2.323  -0.714
O  5.011  -4.039  0.368  -0.700
O  -5.744  -0.399  1.146  -0.239
O  1.195  1.936  3.730  -0.421
O  -1.281  -4.981  5.655  -0.249
O  6.431  2.809  0.838  -0.325
O  2.653  -5.292  -1.435  -0.683
N  -2.683  -4.124  2.446  -0.693
N  0.883  4.653  4.544  -0.847
N  4.765  -0.264  -0.233  -0.554
N  -4.459  -2.250  -1.705  -0.702
N  1.581  1.125  -3.135  -0.207
N  -1.950  3.703  -4.108  -0.683
C  1.690  0.763  3.192  -0.221
C  -1.971  -5.246  4.461  -0.935
C  -6.821  0.470  1.380  -0.774
C  7.156  3.244  2.006  -0.779
C  -4.236  3.404  -3.187  -1.563
C  3.891  1.977  -0.510  -0.448
C  -2.320  1.921  -2.475  -0.822
C  -3.073  -1.361  0.073  -0.395
C  5.895  1.530  0.972  -0.748
C  -1.332  -2.737  3.912  -1.347
C  0.826  2.956  2.839  0.246
C  -0.025  0.892  -7.095  -0.675
C  1.446  0.874  -4.545  0.669
C  -1.579  -4.172  3.338  0.708
C  2.674  0.001  -4.908  -1.638
C  0.115  0.173  -4.827  -0.490
C  0.032  4.042  3.505  0.285
C  5.128  1.125  -0.341  0.423
C  -2.734  3.360  -2.928  0.529
C  -0.491  2.179  -0.837  -1.146
C  -1.448  -5.862  6.682  -0.779
C  -5.638  -0.811  -0.196  -0.707
C  -4.493  -1.814  -0.354  0.420
C  -0.349  5.218  2.628  -1.261
H  0.230  2.581  2.007  -0.331
H  -1.257  -2.015  3.098  0.236
H  -2.489  -5.776  6.991  0.320
H  -3.019  1.617  -1.696  0.334
H  5.706  -3.403  0.201  0.326
H  1.443  1.826  -5.075  0.338
H  -6.529  -1.349  -0.519  0.379
H  -0.793  3.659  4.105  0.383
H  -2.541  1.354  -3.379  0.387
H  3.596  0.509  -4.626  0.397
H  -0.892  1.570  -0.027  0.317
H  3.536  -5.376  -1.793  0.303
H  -0.681  -4.429  2.777  0.181
H  -6.803  0.739  2.436  0.236
H  8.019  2.580  2.051  0.320
H  1.156  3.887  5.143  0.336
H  3.180  1.699  -1.289  -0.008
H  1.737  3.411  2.450  0.185
H  -0.445  0.647  -8.070  0.284
H  3.295  1.987  0.402  -0.159
H  -2.111  -2.385  4.588  0.426
H  -4.409  -1.446  -2.315  0.263
H  0.483  5.886  2.404  0.315
H  1.739  4.992  4.129  0.266
H  2.696  -0.266  -5.964  0.369
H  -5.418  -0.010  -0.901  0.244
H  -2.338  -2.144  -0.117  -0.019
H  -2.801  -0.488  -0.520  -0.403
H  -4.791  -2.620  0.317  0.399
H  -6.776  1.394  0.804  0.287
H  4.207  -3.519  0.376  0.307
H  -0.802  4.864  1.702  0.228
H  7.528  4.239  1.764  0.260
H  -5.393  -2.616  -1.824  0.334
H  -2.576  4.149  -2.193  0.310
H  4.221  2.977  -0.788  0.447
H  -1.371  -6.911  6.397  0.301
H  -0.477  -2.701  4.588  0.368
H  -0.770  -5.643  7.507  0.224
H  0.909  0.225  2.654  0.018
H  1.973  0.065  3.981  0.350
H  -0.808  -4.355  -2.634  0.291
H  2.718  -0.964  -4.403  0.292
H  -1.163  5.794  3.069  0.365
H  5.752  1.326  -1.212  0.365
H  -0.614  1.715  -6.689  0.234
H  4.125  -0.525  0.503  0.172
H  4.260  -0.542  -1.062  0.221
H  -1.627  -6.211  4.090  0.396
H  -4.941  3.144  -2.398  0.322
H  2.735  -4.633  -0.746  0.322
H  -1.039  3.270  -4.069  0.267
H  0.598  2.165  -0.776  0.160
H  6.673  3.266  2.982  0.284
H  5.237  1.504  1.840  0.242
H  2.588  0.919  2.594  -0.004
H  -1.853  4.708  -4.081  0.295
H  -0.657  3.251  -0.724  0.453
H  -3.020  -5.363  4.733  0.364
H  1.838  0.354  -2.535  0.102
H  -3.001  -1.086  1.126  0.359
H  -4.469  4.446  -3.403  0.398
H  0.393  -4.392  -1.713  0.304
H  -7.780  0.030  1.104  0.316
H  -4.381  2.761  -4.056  0.335
H  -0.591  0.957  -4.552  0.262
H  -0.027  -0.679  -4.162  0.299
H  0.628  1.219  -2.816  0.181
H  -2.360  -3.500  1.720  0.118
H  -3.487  -3.596  2.755  0.316
H  0.988  1.264  -7.253  0.242
H  6.700  0.846  1.242  0.446

Output
Kohn-Sham gap   8.549 eV
Net charge   -1
Multiplicity   1
E   -4798.3104 Ha
HOMO level   -6.47 eV
ΔE to the lowest compared entry with this formula, charge and spin   0.0 kcal per mole

A cluster of 12 separate species, C24H72N10O12 in total, computed with wB97M-V/def2-TZVPD.

Last column: Mulliken charge in e.
CARTESIAN COORDINATES (ANGSTROEM)
O  -10.919  -14.305  12.287  -0.723
O  -19.686  -15.710  7.814  -0.150
O  -16.429  -13.196  8.444  -0.729
O  -17.911  -14.240  14.367  -0.684
O  -16.322  -18.869  7.836  -0.500
O  -18.446  -15.821  10.830  -0.610
O  -15.863  -14.350  12.621  -0.680
O  -15.715  -18.343  12.203  -0.671
O  -11.540  -19.733  10.204  -0.750
O  -17.941  -12.889  4.161  -0.558
O  -12.323  -14.502  8.493  -0.846
O  -20.306  -14.327  12.307  -0.436
N  -17.463  -16.677  8.854  1.529
N  -13.125  -14.806  12.465  0.132
N  -14.545  -13.455  7.016  -0.229
N  -13.817  -16.233  9.324  -0.217
N  -11.767  -16.081  10.168  -0.245
N  -12.198  -18.117  11.817  -0.249
N  -15.571  -15.210  7.681  -0.007
N  -16.171  -16.175  10.578  1.226
N  -13.743  -18.793  10.546  0.108
N  -12.347  -13.868  14.183  -0.328
C  -18.185  -12.409  5.287  0.106
C  -20.797  -16.300  7.763  0.800
C  -17.406  -18.125  6.025  -0.973
C  -21.341  -16.410  6.268  -1.451
C  -12.489  -18.944  10.900  0.167
C  -15.698  -20.296  13.019  -1.497
C  -18.224  -15.425  14.674  1.498
C  -22.425  -13.819  11.584  -1.818
C  -16.529  -19.178  6.644  0.316
C  -20.326  -13.486  10.276  -1.266
C  -17.003  -19.791  10.773  -0.593
C  -16.513  -19.307  12.178  0.739
C  -17.044  -16.292  14.966  -1.297
C  -15.540  -13.931  7.690  0.181
C  -12.074  -14.370  13.020  0.423
C  -18.632  -13.496  6.259  -0.427
C  -12.637  -15.593  9.328  0.476
C  -16.929  -11.571  5.661  -1.332
C  -20.600  -17.637  8.435  -1.586
C  -16.426  -13.423  11.709  -1.287
C  -17.408  -16.293  10.087  0.043
C  -19.237  -15.265  15.775  -1.555
C  -17.068  -20.546  6.397  -1.484
C  -21.030  -14.356  11.307  1.265
H  -14.051  -14.475  12.639  0.452
H  -13.858  -17.193  9.736  0.413
H  -13.720  -14.033  7.057  0.267
H  -13.006  -15.206  11.484  -0.331
H  -20.277  -12.425  10.620  0.436
H  -17.010  -17.477  8.443  0.372
H  -21.223  -15.432  5.805  0.345
H  -14.402  -12.493  7.306  0.394
H  -16.005  -12.100  5.650  0.244
H  -18.454  -18.253  6.295  0.121
H  -16.461  -15.696  8.154  -0.250
H  -10.877  -15.598  10.347  0.288
H  -16.438  -21.195  6.982  0.429
H  -21.556  -15.759  8.362  0.300
H  -20.896  -17.252  5.793  0.336
H  -18.357  -16.402  8.377  -0.795
H  -18.092  -20.503  6.771  0.299
H  -16.443  -12.475  12.217  0.554
H  -15.241  -15.733  6.794  0.380
H  -16.062  -17.643  11.614  0.028
H  -20.145  -14.595  15.592  0.304
H  -19.599  -16.265  16.156  0.327
H  -17.237  -18.085  4.981  0.521
H  -16.988  -11.235  6.667  0.334
H  -15.751  -20.013  14.081  0.333
H  -21.152  -15.379  10.905  -0.021
H  -17.407  -19.004  12.767  0.371
H  -20.959  -13.522  9.442  0.493
H  -16.114  -19.871  10.142  0.028
H  -14.646  -20.314  12.776  0.273
H  -16.785  -10.809  4.957  0.471
H  -17.705  -19.035  10.396  -0.089
H  -19.495  -14.723  12.004  0.009
H  -18.737  -13.006  7.226  0.212
H  -15.249  -16.223  10.134  0.415
H  -11.885  -16.925  10.883  0.083
H  -18.659  -13.633  14.165  0.279
H  -22.427  -16.598  6.363  0.401
H  -17.939  -14.345  6.296  -0.294
H  -15.554  -19.136  6.222  0.583
H  -17.395  -13.751  11.433  0.486
H  -14.483  -18.543  11.147  0.301
H  -13.268  -13.876  14.630  0.169
H  -18.669  -15.837  13.823  -0.178
H  -15.916  -13.236  10.749  0.183
H  -17.104  -13.370  4.225  0.386
H  -17.131  -17.100  6.270  -0.100
H  -16.414  -14.216  13.391  0.267
H  -19.957  -17.617  9.325  0.159
H  -19.768  -14.819  7.513  -0.435
H  -15.582  -19.403  8.105  0.136
H  -22.969  -13.524  10.694  0.396
H  -14.025  -19.544  9.828  0.009
H  -22.332  -12.844  12.081  0.399
H  -14.579  -15.804  8.672  -0.476
H  -16.841  -20.971  5.384  0.344
H  -20.119  -18.372  7.817  0.338
H  -18.866  -14.873  16.720  0.408
H  -22.989  -14.509  12.181  0.428
H  -19.632  -13.758  5.974  0.439
H  -11.302  -18.110  12.338  0.365
H  -16.017  -21.329  12.835  0.390
H  -19.343  -13.827  9.924  -0.043
H  -18.992  -11.651  5.159  0.368
H  -16.130  -15.533  11.355  -0.145
H  -16.345  -16.249  14.133  -0.025
H  -12.919  -17.754  12.515  0.234
H  -17.595  -20.769  10.789  0.455
H  -17.426  -17.261  15.085  0.489
H  -11.693  -13.261  14.630  0.286
H  -21.562  -18.005  8.684  0.512
H  -16.467  -15.980  15.838  0.310

Output
SMILES   NC(N)=O.NC(N)=O.NC(N)=O.NC(N)=O.NC(N)=O.CC(C)O.CC(C)O.CC(C)O.CC(C)O.CC(C)O.CC(C)O.CO
Kohn-Sham gap   8.838 eV
Net charge   0
Multiplicity   1
E   -2407.7583 Ha
HOMO level   -8.91 eV
ΔE to the lowest compared entry with this formula, charge and spin   165.6 kcal per mole